# 1
{
  "formula": "C51H124N8O15",
  "method": "wB97M-V/def2-TZVPD",
  "elements": ["C", "C", "C", "C", "C", "C", "N", "O", "C", "C", "C", "H", "H", "H", "H", "H", "H", "H", "H", "H", "H", "H", "H", "H", "H", "H", "H", "H", "H", "H", "C", "O", "C", "C", "N", "C", "C", "O", "C", "H", "H", "H", "H", "H", "H", "H", "H", "H", "H", "H", "H", "H", "H", "H", "C", "O", "C", "C", "N", "C", "C", "O", "C", "H", "H", "H", "H", "H", "H", "H", "H", "H", "H", "H", "H", "H", "H", "H", "C", "O", "C", "C", "N", "C", "C", "O", "C", "H", "H", "H", "H", "H", "H", "H", "H", "H", "H", "H", "H", "H", "H", "H", "C", "O", "C", "C", "N", "C", "C", "O", "C", "H", "H", "H", "H", "H", "H", "H", "H", "H", "H", "H", "H", "H", "H", "H", "C", "O", "C", "C", "N", "C", "C", "O", "C", "H", "H", "H", "H", "H", "H", "H", "H", "H", "H", "H", "H", "H", "H", "H", "C", "O", "C", "C", "N", "C", "C", "O", "C", "H", "H", "H", "H", "H", "H", "H", "H", "H", "H", "H", "H", "H", "H", "H", "C", "O", "C", "C", "N", "C", "C", "O", "C", "H", "H", "H", "H", "H", "H", "H", "H", "H", "H", "H", "H", "H", "H", "H"],
  "coordinates": [[7.63753, 9.48034, -9.54263], [8.50502, 10.19205, -8.53928], [9.51949, 11.03551, -9.29366], [10.20741, 12.11979, -8.50288], [9.07904, 13.05831, -8.04057], [8.06906, 12.35530, -7.16069], [7.58365, 11.12665, -7.79688], [6.64036, 10.47727, -6.99166], [8.60844, 12.16928, -5.73224], [6.91784, 13.38878, -7.10054], [9.23070, 9.20791, -7.61764], [6.91941, 10.12275, -10.05867], [6.99484, 8.71362, -9.10058], [8.29322, 9.06382, -10.30908], [10.43272, 10.43771, -9.46623], [9.36451, 11.30565, -10.34349], [10.89767, 12.71175, -9.09924], [10.56412, 11.59376, -7.61502], [8.66852, 13.50959, -8.94818], [9.43836, 13.93403, -7.49006], [9.40362, 12.83439, -5.37893], [7.85216, 12.24433, -4.94720], [9.07532, 11.19774, -5.54302], [6.66941, 13.76370, -8.09485], [5.98548, 12.97615, -6.70065], [7.04583, 14.29304, -6.49935], [8.53612, 8.63853, -6.99325], [9.83000, 9.74471, -6.88138], [9.82705, 8.47146, -8.15611], [5.91861, 10.25709, -7.59322], [8.03761, 14.18169, -2.01943], [9.00852, 13.54801, -1.22134], [8.60365, 13.06801, 0.02630], [9.81613, 12.51100, 0.77554], [10.36434, 11.26100, 0.25142], [9.41739, 10.14472, 0.34023], [10.06049, 8.91552, 0.96768], [10.58455, 8.10712, -0.09125], [11.36232, 7.03024, 0.40241], [8.52678, 14.37611, -2.97544], [7.76738, 15.15844, -1.61098], [7.19953, 13.52776, -2.27172], [7.79128, 12.33190, 0.00296], [8.26594, 13.97717, 0.55408], [9.58463, 12.32102, 1.82997], [10.60455, 13.25322, 0.92901], [10.80607, 11.46621, -0.63207], [8.97130, 9.96928, -0.64173], [8.52307, 10.30248, 0.94890], [9.33176, 8.40708, 1.61110], [10.88639, 9.13584, 1.64905], [10.90242, 6.54534, 1.26676], [12.34679, 7.41061, 0.69315], [11.53294, 6.28538, -0.37305], [-1.56294, 13.60555, -2.37114], [-0.36857, 13.32022, -1.69169], [-0.24895, 11.99061, -1.25745], [1.23602, 11.68565, -1.05525], [2.08706, 12.03456, -2.21983], [1.51210, 11.62782, -3.53696], [2.53742, 11.68999, -4.68764], [2.81358, 12.98392, -5.16494], [3.49272, 13.88249, -4.26335], [-1.60663, 14.67578, -2.56323], [-2.43821, 13.21062, -1.84626], [-1.55417, 13.13516, -3.36547], [-0.58484, 11.26270, -2.00832], [-0.88293, 11.83986, -0.37623], [1.39638, 10.63976, -0.79274], [1.59302, 12.30774, -0.23213], [2.02334, 13.04492, -2.27851], [0.67172, 12.28007, -3.78983], [1.07836, 10.64984, -3.31339], [2.07538, 11.22309, -5.56143], [3.42434, 11.11742, -4.39644], [3.64466, 13.63062, -3.21630], [2.90063, 14.78966, -4.36052], [4.51432, 14.03512, -4.61917], [12.71845, 11.53240, -5.30011], [14.03935, 11.12245, -5.17494], [14.64980, 11.70102, -4.00919], [15.99175, 10.98282, -3.85317], [16.88935, 11.40695, -4.92500], [17.95722, 10.45868, -5.17052], [18.13648, 10.06076, -6.64305], [17.35432, 10.80454, -7.57515], [17.76689, 12.07594, -7.96089], [12.01868, 11.02509, -4.62466], [12.35493, 11.53070, -6.33237], [12.60077, 12.61435, -5.10637], [14.14230, 11.58273, -3.04747], [14.77078, 12.76506, -4.21716], [15.90032, 9.89790, -3.75539], [16.36151, 11.32694, -2.87918], [16.40561, 11.54056, -5.80607], [17.98822, 9.58297, -4.51308], [18.90624, 10.92565, -4.86220], [17.94051, 9.00671, -6.83178], [19.18318, 10.15980, -6.94496], [17.07793, 12.57886, -8.64748], [18.63871, 12.03860, -8.62971], [17.95023, 12.81968, -7.18078], [11.59260, 6.71542, -10.13967], [11.53074, 8.05786, -10.51532], [10.70587, 8.41267, -11.59976], [11.46380, 8.20578, -12.94293], [12.85526, 8.61129, -12.92310], [12.93980, 10.07497, -12.87775], [14.28187, 10.61413, -12.36099], [14.75907, 9.94888, -11.22983], [14.26912, 10.49464, -9.99675], [12.37594, 6.67213, -9.37633], [11.91559, 6.05794, -10.95440], [10.67235, 6.40686, -9.62766], [10.46034, 9.46898, -11.49437], [9.75456, 7.86999, -11.59552], [10.83795, 8.57691, -13.76058], [11.35216, 7.13498, -13.16158], [13.23860, 8.17246, -12.09653], [12.31362, 10.31227, -12.00007], [12.50699, 10.61950, -13.71208], [14.10431, 11.67658, -12.14438], [15.00737, 10.65248, -13.17834], [13.18026, 10.52546, -9.99753], [14.64064, 11.52902, -9.99834], [14.77979, 10.03325, -9.15726], [10.17253, 21.42884, -0.27578], [10.90774, 20.61013, -1.17688], [11.26851, 21.31780, -2.36139], [11.85665, 20.28148, -3.30491], [11.53840, 20.67596, -4.68101], [12.13862, 19.80776, -5.69601], [11.74647, 18.32848, -5.53450], [10.34397, 18.15423, -5.73157], [9.88218, 16.92738, -5.18456], [9.38974, 20.79758, 0.16366], [9.53959, 22.09162, -0.87297], [10.67610, 21.86882, 0.58252], [11.94526, 22.14922, -2.15115], [10.31748, 21.68164, -2.76969], [11.55138, 19.26070, -3.05538], [12.95169, 20.26671, -3.37593], [10.52866, 20.57312, -4.76910], [13.22226, 19.89002, -5.56477], [12.00153, 20.15272, -6.71829], [12.07108, 17.77936, -4.64481], [12.21783, 17.71712, -6.31877], [10.16556, 16.91019, -4.12980], [10.28814, 16.06554, -5.72337], [8.80255, 16.90881, -5.31742], [8.94400, 6.70182, -4.59237], [9.76175, 5.64892, -4.13168], [9.54151, 5.25486, -2.79137], [10.51796, 4.19432, -2.31901], [10.40197, 2.94882, -3.11749], [11.54556, 2.02930, -2.96156], [11.95712, 1.73740, -1.51464], [13.13690, 2.41500, -1.17675], [13.65614, 2.01193, 0.06817], [7.91416, 6.38958, -4.80714], [9.40375, 6.95327, -5.54597], [8.84435, 7.53251, -3.88931], [8.54691, 4.81290, -2.67345], [9.70900, 6.12518, -2.14990], [10.49144, 3.89619, -1.27406], [11.51166, 4.64478, -2.46764], [10.55156, 3.25206, -4.07924], [12.47679, 2.24055, -3.50867], [11.17701, 1.19415, -3.56993], [11.99362, 0.66057, -1.29958], [11.14430, 2.00936, -0.82623], [14.41371, 2.72026, 0.40976], [14.16807, 1.05751, -0.08081], [12.91430, 2.03180, 0.87216], [12.83345, 15.99383, -14.05553], [11.88997, 14.93269, -13.94125], [10.63291, 15.40468, -13.43030], [9.86046, 14.19042, -12.89878], [9.28254, 13.54609, -14.09665], [8.92231, 12.13097, -13.78386], [9.34136, 11.21382, -14.94540], [10.70072, 11.44520, -15.22415], [11.26125, 10.77706, -16.33829], [13.23954, 16.30840, -13.09636], [12.40124, 16.82420, -14.62129], [13.60407, 15.60172, -14.71791], [10.21343, 15.87152, -14.32289], [10.78502, 16.09616, -12.59516], [8.96181, 14.30023, -12.28691], [10.58320, 13.53968, -12.38920], [10.04709, 13.40949, -14.75617], [7.86006, 12.00529, -13.58392], [9.53502, 11.73310, -12.96613], [8.75885, 11.41345, -15.85382], [9.10356, 10.17432, -14.68930], [12.30961, 11.08630, -16.39894], [10.86413, 10.99903, -17.32897], [11.42797, 9.71367, -16.13919]],
  "energy_ha": -3583.63320,
  "spin_multiplicity": 1,
  "homo_energy_ev": -8.2,
  "de_lowest_ev": 4.5965,
  "gap_ha": 0.3172,
  "lumo_ev": 0.47
}


# 2
{
  "formula": "C51H124N8O15",
  "method": "wB97M-V/def2-TZVPD",
  "elements": ["C", "C", "C", "C", "C", "C", "N", "O", "C", "C", "C", "H", "H", "H", "H", "H", "H", "H", "H", "H", "H", "H", "H", "H", "H", "H", "H", "H", "H", "H", "C", "O", "C", "C", "N", "C", "C", "O", "C", "H", "H", "H", "H", "H", "H", "H", "H", "H", "H", "H", "H", "H", "H", "H", "C", "O", "C", "C", "N", "C", "C", "O", "C", "H", "H", "H", "H", "H", "H", "H", "H", "H", "H", "H", "H", "H", "H", "H", "C", "O", "C", "C", "N", "C", "C", "O", "C", "H", "H", "H", "H", "H", "H", "H", "H", "H", "H", "H", "H", "H", "H", "H", "C", "O", "C", "C", "N", "C", "C", "O", "C", "H", "H", "H", "H", "H", "H", "H", "H", "H", "H", "H", "H", "H", "H", "H", "C", "O", "C", "C", "N", "C", "C", "O", "C", "H", "H", "H", "H", "H", "H", "H", "H", "H", "H", "H", "H", "H", "H", "H", "C", "O", "C", "C", "N", "C", "C", "O", "C", "H", "H", "H", "H", "H", "H", "H", "H", "H", "H", "H", "H", "H", "H", "H", "C", "O", "C", "C", "N", "C", "C", "O", "C", "H", "H", "H", "H", "H", "H", "H", "H", "H", "H", "H", "H", "H", "H", "H"],
  "coordinates": [[-19.23648, -8.92443, -9.73198], [-20.59355, -8.77322, -8.96264], [-20.96082, -10.18128, -8.47825], [-22.08013, -10.21615, -7.42706], [-21.82316, -9.08712, -6.33838], [-21.50640, -7.62492, -6.81532], [-20.46519, -7.77705, -7.88948], [-20.08279, -6.50062, -8.35042], [-22.75920, -6.92280, -7.34124], [-20.86225, -6.96172, -5.55668], [-21.65886, -8.35835, -10.03124], [-18.30658, -8.73393, -9.19423], [-19.16365, -8.12645, -10.49966], [-19.11979, -9.78207, -10.39366], [-21.23900, -10.84893, -9.29254], [-20.02750, -10.54011, -8.03832], [-22.13992, -11.17304, -6.90560], [-23.08212, -10.10084, -7.84455], [-21.17317, -9.40715, -5.52663], [-22.83599, -9.00132, -5.93256], [-23.50451, -7.63810, -7.68782], [-23.18832, -6.25213, -6.59455], [-22.53025, -6.23248, -8.15342], [-19.81976, -7.26443, -5.43142], [-20.69238, -5.88604, -5.66608], [-21.33933, -7.08594, -4.58496], [-21.53830, -9.11561, -10.81361], [-21.68277, -7.32021, -10.31882], [-22.71114, -8.63341, -9.87500], [-20.78311, -6.29064, -8.98638], [-16.47296, -18.25520, -14.12434], [-16.98615, -17.38482, -13.12976], [-17.01128, -16.01301, -13.45486], [-18.04206, -15.27515, -12.61838], [-17.85670, -13.83332, -12.49060], [-17.62099, -13.22604, -11.18896], [-17.72466, -11.72037, -11.21625], [-16.81447, -11.09044, -12.13820], [-17.02679, -9.69181, -12.30112], [-16.94138, -19.21912, -13.92413], [-15.39268, -18.37317, -14.23149], [-16.81882, -18.02298, -15.13738], [-17.30205, -15.91739, -14.50514], [-16.01612, -15.63832, -13.19557], [-17.92426, -15.68126, -11.60633], [-19.05294, -15.61821, -12.85582], [-17.16095, -13.49148, -13.13795], [-16.59608, -13.58153, -11.00897], [-18.23024, -13.65612, -10.39569], [-17.61604, -11.32325, -10.20470], [-18.74526, -11.49519, -11.54550], [-17.92817, -9.48415, -12.88781], [-16.23490, -9.23067, -12.89046], [-17.11647, -9.13941, -11.36301], [-16.55595, -10.62712, -7.98453], [-15.75410, -9.84020, -8.82093], [-14.84807, -8.97544, -8.13379], [-13.86399, -8.31037, -9.09485], [-12.63828, -8.94659, -9.52429], [-12.90275, -10.09821, -10.42673], [-11.62958, -10.39917, -11.22437], [-11.26013, -9.35380, -12.10824], [-12.22780, -8.89473, -13.02608], [-16.94706, -11.40832, -8.63032], [-17.32907, -9.98167, -7.55191], [-16.01823, -11.03398, -7.12193], [-14.41533, -9.47772, -7.26495], [-15.47990, -8.17107, -7.74124], [-13.63866, -7.36828, -8.57980], [-14.43153, -7.81573, -9.89682], [-12.04036, -8.29920, -10.02280], [-13.82371, -9.95500, -11.00441], [-13.24922, -10.83724, -9.69918], [-11.77577, -11.35502, -11.73206], [-10.80108, -10.29884, -10.52377], [-12.99005, -9.67466, -13.08828], [-11.76991, -8.71205, -13.99861], [-12.70515, -7.95205, -12.74381], [-20.92262, -1.77810, -8.53940], [-21.45844, -2.74572, -9.37786], [-22.82975, -2.63547, -9.72914], [-23.29017, -3.96111, -10.25424], [-22.48109, -4.40136, -11.40516], [-22.94013, -5.62573, -12.10312], [-21.71758, -6.31342, -12.72604], [-20.75552, -6.49750, -11.69204], [-19.63472, -7.34857, -11.99215], [-19.95305, -2.11280, -8.16637], [-21.51430, -1.56982, -7.64391], [-20.72286, -0.89272, -9.15342], [-22.88545, -1.80569, -10.44439], [-23.50230, -2.23361, -8.96237], [-24.29863, -3.86734, -10.66909], [-23.38488, -4.77801, -9.53266], [-21.49898, -4.46131, -11.18023], [-23.66848, -5.43541, -12.89296], [-23.37669, -6.34079, -11.39908], [-21.14637, -5.66470, -13.40130], [-22.05163, -7.12204, -13.38437], [-20.12138, -8.30978, -12.18176], [-18.92374, -7.32576, -11.18961], [-19.20250, -7.17628, -12.98430], [-25.62725, -17.57595, -4.53767], [-26.36866, -16.82637, -3.52980], [-25.65741, -16.28067, -2.45873], [-24.51077, -15.30638, -2.80964], [-25.01521, -14.27429, -3.70044], [-23.99215, -13.33340, -4.13062], [-22.66821, -13.89087, -4.74179], [-21.85727, -14.38309, -3.70354], [-21.06257, -15.48413, -4.21118], [-26.33997, -17.71309, -5.34596], [-25.31857, -18.50874, -4.06575], [-24.78140, -16.98489, -4.89023], [-25.34699, -17.10720, -1.80331], [-26.29514, -15.79044, -1.71752], [-23.78767, -15.95583, -3.31748], [-24.01622, -14.87494, -1.94111], [-25.40923, -14.73431, -4.51305], [-23.81342, -12.72039, -3.24347], [-24.28017, -12.59303, -4.88168], [-22.09562, -13.13032, -5.28420], [-22.92336, -14.62771, -5.51288], [-20.59037, -15.37257, -5.18575], [-21.76557, -16.32173, -4.15306], [-20.34111, -15.75125, -3.43843], [-16.59652, -5.27158, -6.96544], [-16.32774, -3.94397, -7.36373], [-16.22828, -3.65649, -8.73694], [-14.91286, -4.15654, -9.39730], [-14.91378, -3.96140, -10.82141], [-13.59263, -3.69778, -11.31521], [-13.69967, -3.22280, -12.78054], [-14.76086, -2.28805, -12.93108], [-15.07301, -1.82050, -14.20710], [-15.85504, -6.00908, -7.28406], [-17.44314, -5.56600, -7.60359], [-16.93646, -5.34727, -5.93747], [-16.34132, -2.57430, -8.81529], [-17.14931, -4.07609, -9.16363], [-14.73360, -5.17702, -9.05141], [-14.15461, -3.50320, -8.94720], [-15.63770, -3.32876, -11.12374], [-12.91613, -4.54666, -11.22775], [-13.22539, -2.81509, -10.77353], [-13.70560, -4.14066, -13.37872], [-12.72588, -2.78903, -13.03200], [-15.14009, -2.71873, -14.82927], [-14.19461, -1.26336, -14.55578], [-15.94292, -1.17354, -14.14096], [-19.07568, -13.16500, -7.14432], [-20.11706, -14.08820, -7.51865], [-19.81082, -14.91807, -8.64747], [-20.71253, -16.12154, -8.51820], [-19.98053, -17.36750, -8.66748], [-19.52738, -17.42594, -10.04611], [-18.75486, -18.69367, -10.44307], [-19.53792, -19.79951, -9.92338], [-18.83195, -21.03437, -9.98772], [-19.00097, -12.39702, -7.91417], [-18.16578, -13.74150, -6.96846], [-19.43615, -12.75774, -6.20068], [-18.75607, -15.20599, -8.62521], [-20.01019, -14.29375, -9.52377], [-21.47128, -16.09030, -9.31200], [-21.23337, -16.03436, -7.56602], [-20.48634, -18.17351, -8.33444], [-18.87793, -16.59213, -10.30497], [-20.33534, -17.43241, -10.79143], [-17.84146, -18.70251, -9.83904], [-18.55501, -18.84228, -11.50289], [-18.67960, -21.42768, -10.99481], [-19.31826, -21.67065, -9.25287], [-17.82611, -20.77858, -9.63409], [-25.97219, -6.96733, -11.23803], [-25.48589, -8.06625, -10.43173], [-26.44410, -9.03150, -10.09891], [-26.30771, -10.35792, -10.88335], [-24.99872, -10.87794, -10.42283], [-24.48384, -11.99461, -11.20145], [-22.98451, -11.78855, -11.48623], [-22.44078, -12.87028, -12.31578], [-22.65117, -14.17396, -11.85934], [-25.25635, -6.19738, -11.52553], [-26.73816, -6.41413, -10.69385], [-26.24610, -7.44239, -12.18166], [-27.46354, -8.64787, -10.21811], [-26.43193, -9.28922, -9.03784], [-26.50549, -10.15742, -11.94321], [-27.06459, -11.09256, -10.59924], [-24.44777, -10.02981, -10.50781], [-25.04934, -12.05371, -12.13799], [-24.63773, -12.97926, -10.75631], [-22.39662, -11.93072, -10.57616], [-22.67918, -10.90638, -12.04388], [-21.96938, -14.68628, -12.54691], [-23.56646, -14.65383, -12.23242], [-22.56012, -14.30019, -10.77932]],
  "energy_ha": -3583.53378,
  "spin_multiplicity": 1,
  "homo_energy_ev": -8.2,
  "de_lowest_ev": 7.3021,
  "gap_ha": 0.3202,
  "lumo_ev": 0.56
}